Here is a single C17H28ClNO3 molecule in a non-equilibrium geometry from the Open Molecules 2025 dataset. Energies are from ωB97M-V/def2-TZVPD.

Properties
Charge: 0
Structure (SMILES): CCCCOc1c(Cl)cc(CNC(C)(C)CO)cc1OCC
Energy above the lowest of the compared OMol25 structures with the same formula, charge and spin in kJ/mol: 1551.9

```
50
Properties=species:S:1:pos:R:3:nbo_charge:R:1
C -5.610 -2.505 -1.018 -0.580
C -4.232 -1.702 -0.927 -0.411
C -4.525 -0.164 -0.535 -0.407
C -3.353 0.522 -0.318 -0.147
O -2.832 -0.123 1.000 -0.478
C -1.421 0.168 0.855 0.119
C -0.793 -0.859 1.555 0.069
Cl -1.776 -2.265 2.222 -0.036
C 0.656 -0.902 1.893 -0.267
C 1.312 0.417 1.474 0.045
C 2.862 0.344 1.728 -0.240
N 3.543 -0.791 1.199 -0.576
C 3.776 -0.869 -0.441 -0.014
C 3.998 0.297 -1.034 -0.593
C 4.879 -1.721 -0.796 -0.550
C 2.364 -1.519 -1.069 0.000
O 2.044 -2.480 -0.478 -0.640
C 0.629 1.358 0.697 -0.334
C -0.614 1.074 0.451 0.326
O -1.293 2.356 -0.026 -0.564
C -0.669 3.467 -0.489 -0.033
C -0.502 4.320 0.999 -0.644
H -6.091 -2.687 -0.133 0.202
H -6.267 -1.968 -1.972 0.174
H -5.557 -3.458 -1.351 0.201
H -3.605 -2.221 -0.171 0.218
H -3.738 -1.798 -1.817 0.185
H -5.300 -0.399 0.451 0.218
H -5.389 0.302 -1.347 0.225
H -2.741 0.318 -1.330 0.214
H -3.707 1.520 -0.055 0.224
H 0.938 -1.605 2.667 0.245
H 2.951 0.249 2.839 0.203
H 3.367 1.108 1.513 0.186
H 3.230 -1.562 1.097 0.333
H 3.155 1.292 -1.005 0.177
H 4.740 0.908 -0.396 0.215
H 4.291 0.333 -2.009 0.218
H 5.758 -1.419 -0.499 0.212
H 4.992 -1.951 -1.797 0.209
H 4.716 -2.920 -0.274 0.148
H 1.564 -0.751 -0.620 0.172
H 2.518 -1.498 -2.144 0.133
H 2.695 -3.338 -0.903 0.441
H 1.210 2.197 0.634 0.241
H -1.373 4.036 -0.930 0.184
H 0.236 3.296 -0.984 0.166
H 0.062 5.130 0.631 0.194
H -1.419 4.503 1.439 0.215
H 0.321 3.958 1.524 0.201
```


Here is a single C19H20F3N5O2S molecule in a non-equilibrium geometry from the Open Molecules 2025 dataset. Energies are from ωB97M-V/def2-TZVPD.

Properties
Charge: 0
Structure (SMILES): Cc1nn(C)c(C)c1NC(=O)CCCSc1nc(-c2ccco2)cc(C(F)(F)F)n1
Energy above the lowest of the compared OMol25 structures with the same formula, charge and spin in kJ/mol: 0.0

```
50
Properties=species:S:1:pos:R:3:nbo_charge:R:1
C 0.228 4.743 1.834 -0.652
C 1.073 3.522 1.728 0.109
N 1.877 3.138 2.702 -0.278
N 2.479 2.031 2.277 -0.162
C 3.427 1.359 3.114 -0.409
C 2.091 1.669 1.028 0.145
C 2.681 0.475 0.374 -0.674
C 1.163 2.624 0.639 0.063
N 0.406 2.816 -0.526 -0.608
C 0.129 1.987 -1.558 0.696
O 0.551 0.855 -1.674 -0.638
C -0.756 2.647 -2.616 -0.495
C -1.443 1.597 -3.488 -0.421
C -2.613 0.928 -2.765 -0.535
S -2.565 -0.890 -2.968 0.288
C -1.620 -1.319 -1.575 0.278
N -1.600 -0.490 -0.544 -0.480
C -0.834 -0.814 0.492 0.207
C -0.832 0.089 1.614 0.264
C -1.578 1.220 1.851 -0.260
C -1.187 1.692 3.117 -0.306
C -0.231 0.824 3.560 0.123
O -0.012 -0.144 2.665 -0.404
C -0.083 -2.000 0.497 -0.293
C -0.241 -2.809 -0.613 0.154
C 0.454 -4.149 -0.686 0.955
F -0.279 -5.111 -0.093 -0.321
F 1.633 -4.133 -0.035 -0.326
F 0.703 -4.559 -1.926 -0.301
N -1.005 -2.494 -1.644 -0.448
H 0.524 5.486 1.092 0.215
H 0.355 5.173 2.823 0.245
H -0.824 4.501 1.684 0.211
H 3.511 1.932 4.035 0.236
H 4.404 1.306 2.629 0.207
H 3.093 0.345 3.344 0.203
H 2.147 0.256 -0.545 0.282
H 3.731 0.653 0.138 0.219
H 2.624 -0.389 1.035 0.216
H -0.035 3.725 -0.543 0.400
H -0.104 3.264 -3.239 0.235
H -1.494 3.299 -2.144 0.206
H -0.695 0.843 -3.741 0.243
H -1.788 2.052 -4.417 0.211
H -2.570 1.091 -1.690 0.250
H -3.576 1.253 -3.154 0.227
H -2.313 1.634 1.192 0.238
H -1.553 2.555 3.633 0.233
H 0.344 0.802 4.464 0.209
H 0.557 -2.263 1.321 0.246
```


DFT total energy for the records above, in order: -1404.6309 -1858.1030 Ha
Lowest unoccupied orbital energy for the records above, in order: 0.0155 -0.0022 Ha